w | Entry from the OMol25 dataset: a 2-piece molecular cluster, CH5NO overall (ωB97M-V/def2-TZVPD).

Results
SMILES string: N=O.C
orbital gap: 0.345 hartree
2S+1: 1
lowest unoccupied orbital energy: -0.5 eV

Cartesian coordinates (Å):
1 C -2.080 0.080 -0.008
2 H -1.180 -0.516 0.065
3 H -1.989 1.149 -0.446
4 H -2.593 0.032 0.956
5 H -2.861 -0.482 -0.624
6 H 2.205 0.609 -0.594
7 N 1.465 0.526 0.126
8 O 1.080 -0.620 -0.023

x | Entry from the OMol25 dataset: a 2-piece molecular cluster, CH5NO overall (ωB97M-V/def2-TZVPD).

Results
SMILES string: C=N.O
orbital gap: 0.394 hartree
2S+1: 1
lowest unoccupied orbital energy: 0.8 eV

Cartesian coordinates (Å):
1 C 1.527 0.882 -0.091
2 N 1.567 -0.070 0.743
3 H 1.969 1.830 0.214
4 H 1.086 0.881 -1.074
5 H 1.126 -0.925 0.411
6 H -2.522 -0.935 -0.817
7 H -2.496 -1.177 0.622
8 O -2.257 -0.486 -0.008

Quick one: most stable of them? x

w | Entry from the OMol25 dataset: a 2-piece molecular cluster, C2H10N2 overall (ωB97M-V/def2-TZVPD).

Results
SMILES string: NCN.C
orbital gap: 0.350 hartree
2S+1: 1
lowest unoccupied orbital energy: 0.9 eV

Cartesian coordinates (Å):
1 C 1.924 -2.646 -2.686
2 H 0.976 -2.435 -2.201
3 H 2.355 -1.719 -3.081
4 H 2.666 -2.988 -1.976
5 H 1.888 -3.340 -3.525
6 N -1.528 1.146 2.557
7 C -1.400 1.874 1.332
8 N -0.057 1.626 0.777
9 H -2.359 1.137 3.113
10 H -0.857 0.432 2.778
11 H -1.547 2.934 1.545
12 H -2.161 1.638 0.568
13 H 0.195 0.678 1.030
14 H -0.094 1.664 -0.230

x | Entry from the OMol25 dataset: a 2-piece molecular cluster, C2H10N2 overall (ωB97M-V/def2-TZVPD).

Results
SMILES string: CCN.N
orbital gap: 0.358 hartree
2S+1: 1
lowest unoccupied orbital energy: 1.1 eV

Cartesian coordinates (Å):
1 N -2.045 -0.068 -1.682
2 H -2.486 0.841 -1.558
3 H -1.866 -0.317 -0.715
4 H -1.151 -0.003 -2.143
5 C 0.072 -0.602 1.374
6 C 1.337 -0.040 0.727
7 N 1.064 0.628 -0.530
8 H -0.138 -1.612 1.024
9 H 0.185 -0.658 2.462
10 H -0.739 0.085 1.141
11 H 1.808 0.696 1.374
12 H 2.055 -0.834 0.493
13 H 0.454 0.346 -1.268
14 H 1.448 1.538 -0.701

Quick one: most stable of them? x

w | Entry from the OMol25 dataset: a 2-piece molecular cluster, C2H10N2 overall (ωB97M-V/def2-TZVPD).

Results
SMILES string: CN.CN
orbital gap: 0.387 hartree
2S+1: 1
lowest unoccupied orbital energy: 1.2 eV

Cartesian coordinates (Å):
1 C -2.003 0.169 0.529
2 N -1.439 -0.246 -0.756
3 H -2.025 1.249 0.727
4 H -3.008 -0.233 0.645
5 H -1.376 -0.258 1.312
6 H -0.478 0.061 -0.758
7 H -1.897 0.197 -1.543
8 C 1.668 -0.499 0.497
9 N 1.800 0.600 -0.530
10 H 0.873 -1.203 0.255
11 H 2.623 -1.001 0.419
12 H 1.367 0.010 1.405
13 H 2.720 0.631 -0.901
14 H 1.174 0.522 -1.300

x | Entry from the OMol25 dataset: a 2-piece molecular cluster, C2H10N2 overall (ωB97M-V/def2-TZVPD).

Results
SMILES string: CN.CN
orbital gap: 0.357 hartree
2S+1: 1
lowest unoccupied orbital energy: 1.1 eV

Cartesian coordinates (Å):
1 C 0.171 1.943 2.071
2 C 0.480 -2.132 -1.073
3 H -0.492 1.103 0.224
4 H -0.358 2.905 0.328
5 H 0.373 3.020 2.642
6 H -0.875 1.554 2.418
7 H 0.905 0.999 2.284
8 H -0.661 -1.402 -2.620
9 H -1.312 -2.384 -1.728
10 H 0.249 -2.152 0.061
11 H 0.997 -3.069 -1.367
12 H 1.294 -1.513 -1.113
13 N 0.049 2.019 0.616
14 N -0.624 -1.724 -1.633

y | Entry from the OMol25 dataset: a 2-piece molecular cluster, C2H10N2 overall (ωB97M-V/def2-TZVPD).

Results
SMILES string: CNC.N
orbital gap: 0.360 hartree
2S+1: 1
lowest unoccupied orbital energy: 1.1 eV

Cartesian coordinates (Å):
1 N 2.407 0.303 0.239
2 H 2.921 1.129 -0.058
3 H 1.427 0.498 0.078
4 H 2.703 -0.426 -0.399
5 C -0.864 -0.519 1.150
6 N -1.001 0.544 0.161
7 C -1.158 0.013 -1.178
8 H -0.086 -1.245 0.868
9 H -1.798 -1.067 1.273
10 H -0.572 -0.090 2.108
11 H -0.331 1.274 0.320
12 H -1.296 0.823 -1.892
13 H -0.305 -0.620 -1.464
14 H -2.047 -0.617 -1.207

Quick one: most stable of them? y

w | Entry from the OMol25 dataset: a 2-piece molecular cluster, C3H9O2 overall (ωB97M-V/def2-TZVPD).

Results
charge: -1
orbital gap: 0.245 hartree
2S+1: 1
lowest unoccupied orbital energy: 4.2 eV

Cartesian coordinates (Å):
1 C -1.893 -0.247 1.965
2 O -1.379 0.496 0.922
3 H -1.352 -1.247 1.887
4 H -2.918 -0.592 1.732
5 H -1.827 0.097 3.027
6 C 1.292 -0.424 -0.600
7 O 1.052 0.873 -0.192
8 C 1.094 -0.506 -2.137
9 H 0.591 -1.072 -0.059
10 H 2.363 -0.646 -0.500
11 H 0.209 1.061 0.288
12 H 0.103 -0.226 -2.492
13 H 1.392 -1.441 -2.615
14 H 1.719 0.240 -2.669

x | Entry from the OMol25 dataset: a 2-piece molecular cluster, C3H9O2 overall (ωB97M-V/def2-TZVPD).

Results
charge: -1
orbital gap: 0.287 hartree
2S+1: 1
lowest unoccupied orbital energy: 4.5 eV

Cartesian coordinates (Å):
1 C 0.636 1.490 2.328
2 O -0.352 1.371 1.374
3 H 1.409 0.700 2.357
4 H 0.216 1.623 3.341
5 H 1.269 2.383 2.094
6 C 0.229 -0.733 -1.132
7 O 0.066 -0.755 0.216
8 C -0.969 -1.330 -1.928
9 H 1.174 -1.257 -1.437
10 H 0.382 0.278 -1.569
11 H -0.200 0.448 0.832
12 H -1.770 -1.767 -1.335
13 H -0.682 -2.012 -2.740
14 H -1.408 -0.440 -2.401

Quick one: most stable of them? x

w | Entry from the OMol25 dataset: a 2-piece molecular cluster, C3H9O2 overall (ωB97M-V/def2-TZVPD).

Results
charge: -1
orbital gap: 0.197 hartree
2S+1: 1
lowest unoccupied orbital energy: 3.4 eV

Cartesian coordinates (Å):
1 C -1.047 2.190 -1.576
2 O -1.994 1.353 -2.014
3 H -1.377 2.910 -0.784
4 H -0.129 1.677 -1.155
5 H -0.592 2.876 -2.354
6 C 0.589 -0.784 1.435
7 O 0.994 -1.839 2.321
8 C 0.321 -1.265 0.030
9 H -0.350 -0.444 1.873
10 H 1.371 -0.022 1.394
11 H 1.412 -2.543 1.822
12 H -0.479 -2.009 -0.030
13 H 0.053 -0.396 -0.580
14 H 1.229 -1.703 -0.384

x | Entry from the OMol25 dataset: a 2-piece molecular cluster, C3H9O2 overall (ωB97M-V/def2-TZVPD).

Results
charge: -1
orbital gap: 0.250 hartree
2S+1: 1
lowest unoccupied orbital energy: 4.3 eV

Cartesian coordinates (Å):
1 C -0.356 -1.148 0.337
2 O -0.142 -1.425 -0.948
3 C -0.955 0.347 0.617
4 C -0.927 1.165 -0.678
5 H 0.547 -1.225 0.992
6 H -1.123 -1.859 0.782
7 H -0.304 0.785 1.375
8 H -2.009 0.264 0.874
9 H -1.617 2.008 -0.624
10 H -1.144 0.465 -1.490
11 H 0.070 1.505 -0.977
12 H 2.957 0.419 -0.271
13 H 2.067 -0.854 -0.124
14 O 2.937 -0.448 0.133

Quick one: most stable of them? x

w | Entry from the OMol25 dataset: H2NO2S as an isolated structure (ωB97M-V/def2-TZVPD).

Results
charge: -1
orbital gap (alpha / beta): 0.234 / 0.251 hartree
2S+1: 1
lowest unoccupied orbital energy (alpha / beta): 4.2 / 4.4 eV

Cartesian coordinates (Å):
1 N -1.756 -0.004 0.170
2 O -0.763 -0.827 0.199
3 O 2.195 0.751 0.211
4 S 1.307 -0.403 -0.232
5 H -1.874 0.434 1.124
6 H 0.891 0.050 -1.471

x | Entry from the OMol25 dataset: H2NO2S as an isolated structure (ωB97M-V/def2-TZVPD).

Results
charge: -1
orbital gap: 0.232 hartree
2S+1: 1
lowest unoccupied orbital energy: 4.2 eV

Cartesian coordinates (Å):
1 N 1.347 0.341 0.046
2 O 0.861 -0.774 0.291
3 O -0.983 0.941 -0.527
4 S -1.276 -0.559 -0.084
5 H 1.839 0.238 -0.925
6 H -1.788 -0.188 1.200

Quick one: most stable of them? w